Formula: C26H35F3MnN9S
Source: the Open Molecules 2025 dataset
Level of theory: ωB97M-V/def2-TZVPD

```
75
C26H35F3MnN9S ωB97M-V/def2-TZVPD
Mn -0.15927 -0.63785 -0.18317
C -1.19000 3.18115 1.69667
C -0.97690 1.97841 0.84448
N -0.15548 1.01601 1.09090
N 0.61615 1.01285 2.22302
C 1.45356 -0.02085 2.42851
N 2.20661 -0.03300 3.50603
S 1.57491 -1.29078 1.28404
C -1.75215 1.78285 -0.40141
C -2.62846 2.72748 -0.88998
C -3.35781 2.44504 -2.04639
C -3.19403 1.21819 -2.65595
C -2.29025 0.31164 -2.11545
N -1.56880 0.58773 -1.02721
H -0.88824 3.04325 2.73274
H -2.24447 3.45148 1.71151
H -0.63724 4.03183 1.28643
H 0.59531 1.81263 2.84227
H 2.19762 0.70459 4.19817
H 2.83141 -0.80917 3.67895
H -2.75698 3.67573 -0.38796
H -4.04874 3.17629 -2.44532
H -3.74999 0.94722 -3.54284
H -2.13521 -0.66280 -2.55792
C 2.12207 1.17240 -1.06150
N 1.37353 -0.05663 -1.56933
C 2.42134 -1.14603 -1.85540
N 3.41614 -0.66615 -2.76142
C 4.09043 0.50359 -2.19597
N 3.12908 1.59426 -1.98609
C 2.51146 1.93847 -3.27067
N 1.82655 0.77228 -3.83290
C 0.80075 0.33978 -2.93740
C 2.79824 -0.30605 -4.03776
H 2.58309 0.91205 -0.10856
H 1.38550 1.96856 -0.92481
H 1.88853 -1.99670 -2.27499
H 2.89153 -1.41997 -0.91361
H 4.86842 0.83914 -2.87894
H 4.55464 0.23581 -1.24569
H 3.28200 2.27409 -3.96189
H 1.79646 2.75073 -3.12778
H 0.28751 -0.53568 -3.33361
H 0.10320 1.15989 -2.77420
H 3.56579 0.02614 -4.73416
H 2.29638 -1.17711 -4.46090
C -2.00749 -3.66756 -4.00370
C -0.98128 -4.14287 -2.95912
C -1.55957 -5.29989 -2.12888
C 0.32334 -4.57229 -3.65145
C -0.69146 -3.01871 -2.06738
C -0.45035 -2.07974 -1.32273
H -2.24222 -4.49863 -4.66844
H -1.60868 -2.85534 -4.61432
H -2.93636 -3.34489 -3.53080
H -1.80266 -6.12606 -2.79677
H -2.47264 -5.00144 -1.61268
H -0.83583 -5.66115 -1.39762
H 0.10852 -5.39480 -4.33348
H 1.06246 -4.91765 -2.92835
H 0.74990 -3.75628 -4.23742
F -3.47871 -4.27872 4.73034
C -4.17894 -3.67391 3.77116
F -5.05452 -2.84366 4.33124
F -4.84005 -4.59755 3.07518
C -3.23562 -2.92238 2.84338
C -3.48136 -1.60948 2.47889
C -2.59491 -0.98943 1.62139
N -1.51039 -1.60546 1.12986
C -1.28973 -2.88784 1.47188
C -2.12379 -3.57288 2.32864
H -4.34734 -1.07802 2.84773
H -2.77781 0.02585 1.29742
H -0.42974 -3.37057 1.03287
H -1.90803 -4.60206 2.58316
```

Results
Multiplicity: 4
Net charge: +3
HOMO-LUMO gap (alpha / beta), eV: 5.33 / 6.18
HOMO (alpha / beta), eV: -16.77 / -16.83
⟨S²⟩: 3.9662
Energy relative to the best compared isomer or geometry (same formula, charge and spin), eV: 0.000